# 1
Molecular formula: C7H7N3O2
Method: DFT, ωB97M-V/def2-TZVPD

Element x y z (Å)
O1 0.081 -0.964 2.180
O2 1.975 -0.016 1.676
N1 0.672 3.105 0.732
N2 0.767 -0.177 1.629
N3 1.973 -0.140 -1.094
C1 -0.257 -0.972 -1.279
C2 -1.322 0.474 0.791
C3 0.141 0.619 0.541
C4 -1.553 -1.132 -0.924
C5 -2.150 -0.329 0.144
C6 0.527 1.983 0.612
C7 0.611 0.153 -0.894
H1 0.443 1.039 -1.409
H2 -2.207 -1.899 -1.358
H3 2.613 0.514 -0.762
H4 2.175 -1.119 -0.882
H5 0.336 -1.705 -1.921
H6 -3.222 -0.311 0.373
H7 -1.603 0.877 1.845

Results
HOMO energy: -9.4252 eV
SMILES: N#C[C@@]1([N+](=O)[O-])C=CC=C[C@@H]1N
DFT total energy: -15932.446 eV
LUMO: -0.0059 hartree
ΔE to the lowest compared entry with this formula, charge and spin: 586.79 kJ/mol

=====

# 2
Molecular formula: C7H7N3O2S
Method: DFT, ωB97M-V/def2-TZVPD

Element x y z (Å)
S1 2.928 2.511 -0.404
O1 1.758 -2.682 -1.019
O2 2.552 -2.114 0.881
N1 1.776 -1.963 -0.032
N2 0.499 1.984 0.797
N3 -2.622 1.396 0.480
C1 -0.333 0.912 1.172
C2 -1.460 -0.304 -0.698
C3 1.554 2.149 0.307
C4 0.761 -0.883 0.005
C5 -1.543 0.813 0.287
C6 0.578 -0.247 1.163
C7 -0.020 -0.662 -1.222
H1 -2.061 -0.115 -1.570
H2 -2.001 -1.309 -0.273
H3 1.363 -0.478 1.924
H4 -0.745 1.253 2.228
H5 -3.255 1.140 -0.257
H6 0.048 -1.504 -1.894
H7 0.223 0.103 -1.874

Results
HOMO energy: -9.5716 eV
SMILES: [H]/N=C1\CCC([N+](=O)[O-])=C[C@H]1N=C=S
DFT total energy: -26768.065 eV
LUMO: -0.0276 hartree
ΔE to the lowest compared entry with this formula, charge and spin: 367.40 kJ/mol

=====

# 3
Molecular formula: C7H7N3S
Method: DFT, ωB97M-V/def2-TZVPD

Element x y z (Å)
S1 1.463 -0.023 1.847
N1 0.858 3.467 0.824
N2 -0.969 0.903 1.101
N3 0.521 -0.974 -2.002
C1 0.669 2.557 1.505
C2 -0.717 -0.929 -1.962
C3 0.623 -0.842 0.478
C4 1.396 -0.884 -0.833
C5 0.183 1.228 2.044
C6 -1.589 -0.441 -0.749
C7 -0.661 -0.082 0.363
H1 -1.318 -1.276 -2.813
H2 -1.999 0.432 -1.234
H3 -0.228 1.277 3.057
H4 0.401 -1.748 0.849
H5 1.793 0.154 -0.952
H6 2.013 -1.773 -0.891
H7 -2.440 -1.044 -0.631

Results
HOMO energy: -9.2417 eV
SMILES: N#C[C@H]1N=C2CC=NC[C@H]2S1
DFT total energy: -22675.825 eV
LUMO: 0.0169 hartree
ΔE to the lowest compared entry with this formula, charge and spin: 297.27 kJ/mol

=====

# 4
Molecular formula: C7H7N4O2S2
Method: DFT, ωB97M-V/def2-TZVPD

Element x y z (Å)
S1 0.190 1.269 1.477
S2 2.448 -0.609 0.578
O1 0.928 1.944 2.528
O2 -0.686 2.227 0.669
N1 -0.548 0.043 2.005
N2 -2.083 -0.855 0.406
N3 -0.189 -1.815 0.033
N4 -2.277 -1.698 -0.663
C1 -0.787 -0.921 0.769
C2 3.359 -0.337 -0.906
C3 1.708 1.298 -1.007
C4 2.827 0.667 -1.659
C5 -1.128 -2.244 -0.828
C6 1.362 0.677 0.198
C7 -3.092 0.108 0.761
H1 -3.660 0.223 -0.120
H2 -2.498 1.076 0.914
H3 3.470 0.835 -2.512
H4 -0.800 -2.903 -1.556
H5 1.340 2.254 -1.418
H6 4.015 -1.096 -1.269
H7 -3.898 -0.141 1.598

Results
HOMO energy: -5.0950 eV
DFT total energy: -39097.245 eV
Charge: -1
LUMO: 0.1143 hartree
ΔE to the lowest compared entry with this formula, charge and spin: 6.41 kJ/mol

=====

# 5
Molecular formula: C7H7N5
Method: DFT, ωB97M-V/def2-TZVPD

Element x y z (Å)
N1 2.847 -1.605 0.767
N2 -1.064 1.712 1.241
N3 1.784 1.795 1.297
N4 -1.124 -1.698 -0.087
N5 -0.671 1.479 -2.408
C1 -0.587 -0.547 0.516
C2 1.484 -0.509 -1.172
C3 2.340 -1.193 -0.193
C4 0.461 0.392 -0.385
C5 -1.542 0.539 1.068
C6 1.156 1.253 0.540
C7 -0.172 1.060 -1.483
H1 -1.620 -1.482 -0.919
H2 0.769 -1.182 -1.860
H3 -2.522 0.129 1.292
H4 -1.819 -1.925 0.700
H5 -1.823 2.386 1.567
H6 -0.012 -0.748 1.403
H7 2.116 0.144 -1.883

Results
HOMO energy (alpha / beta): -6.3085 / -10.7139 eV
DFT total energy: -14815.301 eV
Multiplicity: 3
LUMO (alpha / beta): 0.0195 / -0.1301 hartree
Expectation value of S²: 2.009
ΔE to the lowest compared entry with this formula, charge and spin: 27.83 kJ/mol

=====

# 6
Molecular formula: C7H7N5O2S
Method: DFT, ωB97M-V/def2-TZVPD

Element x y z (Å)
S1 -1.518 -0.940 -3.570
O1 2.617 1.216 -0.291
O2 0.546 1.776 0.104
N1 0.055 1.632 -2.454
N2 1.269 1.565 -2.006
N3 -0.969 1.004 -1.939
N4 1.466 1.406 -0.660
N5 -0.458 -1.177 -1.120
C1 0.766 -1.713 0.792
C2 0.144 -0.873 2.904
C3 -0.994 -0.488 -2.075
C4 0.965 -1.716 2.125
C5 -0.231 -0.903 0.161
C6 -0.939 0.017 0.997
C7 -0.791 -0.055 2.359
H1 -1.683 0.733 0.584
H2 -1.855 1.506 -2.372
H3 -1.266 0.729 2.896
H4 1.154 -2.637 0.415
H5 0.041 2.279 -3.373
H6 0.101 -0.948 3.997
H7 1.578 -2.413 2.526

Results
HOMO energy (alpha / beta): -7.8394 / -7.8293 eV
DFT total energy: -29743.460 eV
LUMO (alpha / beta): -0.1054 / -0.1061 hartree
ΔE to the lowest compared entry with this formula, charge and spin: 148.54 kJ/mol

=====

# 7
Molecular formula: C7H7NO
Method: DFT, ωB97M-V/def2-TZVPD

Element x y z (Å)
O1 -1.100 -1.517 -1.873
N1 0.160 -0.466 0.977
C1 -0.045 -0.199 -0.294
C2 1.742 1.340 -0.563
C3 1.353 0.216 1.516
C4 2.061 1.101 0.737
C5 -1.246 -0.957 -0.804
C6 0.657 0.661 -1.065
C7 -2.401 -1.142 0.044
H1 0.178 0.994 -2.147
H2 -2.093 -1.788 0.863
H3 -3.442 -1.589 -0.294
H4 -2.828 -0.231 0.460
H5 2.366 1.879 -1.157
H6 3.066 1.691 1.069
H7 1.571 0.005 2.531

Results
HOMO energy: -9.4751 eV
SMILES: CC(=O)c1ccccn1
DFT total energy: -10908.159 eV
LUMO: 0.0145 hartree
ΔE to the lowest compared entry with this formula, charge and spin: 113.76 kJ/mol

=====

# 8
Molecular formula: C7H7NO2S
Method: DFT, ωB97M-V/def2-TZVPD

Element x y z (Å)
S1 2.612 0.446 -0.189
O1 2.284 0.932 1.140
O2 4.228 -1.714 -0.545
N1 1.117 0.409 -1.096
C1 -0.471 0.919 0.641
C2 -1.143 -0.588 -1.050
C3 -2.783 0.365 0.438
C4 -2.420 -0.446 -0.590
C5 3.481 -1.229 0.259
C6 -1.767 1.014 1.107
C7 -0.088 0.132 -0.476
H1 -3.234 -1.119 -0.911
H2 -3.864 0.461 0.713
H3 -0.882 -1.412 -1.712
H4 -1.995 1.604 1.857
H5 0.333 1.491 1.138
H6 1.314 0.040 -2.039
H7 3.281 -1.305 1.315

Results
HOMO energy: -8.4879 eV
DFT total energy: -23789.812 eV
LUMO: -0.0148 hartree
ΔE to the lowest compared entry with this formula, charge and spin: 132.41 kJ/mol

=====

Question: Which of these has the highest DFT total energy?
Answer: C7H7NO

=====

Question: What is the ΔE to the lowest compared entry with this formula, charge and spin in the third record?
Answer: 297.27 kJ/mol

=====

Question: What is the DFT total energy in the fourth record?
Answer: -39097.245 eV

=====

Question: Which of these has the highest ΔE to the lowest compared entry with this formula, charge and spin?
Answer: C7H7N3O2